Entry 1:
Density functional theory data (ωB97M-V/def2-TZVPD) for an isolated molecule of C10H14BrNO.

```
27
Properties=species:S:1:pos:R:3
C -1.377 -1.001 0.455
C -0.762 -2.273 0.842
C -0.605 0.100 0.193
C 1.629 -0.840 -1.085
C 1.301 -1.257 1.386
C 1.204 -0.227 0.320
C 3.006 -1.162 -1.196
C -1.862 1.580 -1.411
C -1.887 2.011 1.095
C -1.088 1.471 -0.114
N 0.434 -2.382 1.209
O 0.778 -0.874 -1.917
Br 2.274 1.265 0.766
H -2.388 -0.791 0.765
H -1.446 -3.104 0.713
H 2.339 -1.682 1.575
H 0.917 -0.612 2.222
H 3.133 -2.163 -1.517
H 3.686 -0.870 -0.486
H 3.380 -0.521 -2.101
H -2.904 1.132 -1.318
H -1.299 1.051 -2.304
H -1.900 2.525 -1.749
H -1.943 3.023 0.852
H -1.486 1.799 1.995
H -2.893 1.588 1.123
H -0.240 2.214 -0.314
```

Calculated values
2S+1 = 1
LUMO energy = 0.5 eV
Net charge = 0
HOMO = -9.1 eV
Energy above the lowest of the compared OMol25 structures with the same formula, charge and spin = 23.27 kcal per mole
Molecular weight = 244.1 g mol⁻¹
SMILES string = CC(=O)[C@]1(Br)CN=CC=C1C(C)C

Entry 2:
Density functional theory data (ωB97M-V/def2-TZVPD) for a cluster of 2 separate species, HN2O3S in total.

```
7
Properties=species:S:1:pos:R:3
N -2.134 -1.023 -0.530
N -1.899 -1.436 0.776
O -1.385 -2.474 1.080
O -2.394 -0.635 1.540
O -1.840 -1.961 -1.350
S 0.658 0.457 0.633
H -0.649 0.563 1.106
```

Calculated values
2S+1 = 1
LUMO energy (spin up / spin down) = 3.9 / 1.5 eV
Net charge = -1
HOMO (spin up / spin down) = -5.0 / -3.4 eV
Energy above the lowest of the compared OMol25 structures with the same formula, charge and spin = 164.36 kcal per mole
Molecular weight = 109.1 g mol⁻¹

Entry 3:
Density functional theory data (ωB97M-V/def2-TZVPD) for a cluster of 2 separate species, C4H14N3O in total.

```
22
Properties=species:S:1:pos:R:3
C -0.541 -0.494 -2.724
O 0.247 0.665 -2.284
H 1.042 0.347 -2.737
H -0.217 -1.471 -2.370
H -0.680 -0.519 -3.820
H -1.584 -0.241 -2.487
C 1.312 -0.191 1.380
C 2.184 -0.969 0.421
C -1.010 0.598 1.142
N 0.188 0.470 0.660
N -1.508 0.029 2.274
N -1.953 1.146 0.293
H 0.963 -0.851 2.180
H 1.763 0.683 1.943
H 2.742 -0.257 -0.215
H 1.548 -1.518 -0.267
H 0.496 0.659 -0.290
H -0.895 -0.049 3.071
H -2.421 0.401 2.487
H -1.781 1.938 -0.313
H -2.807 1.295 0.811
H 2.914 -1.672 0.847
```

Calculated values
2S+1 = 1
LUMO energy = -2.8 eV
Net charge = +1
HOMO = -14.4 eV
Energy above the lowest of the compared OMol25 structures with the same formula, charge and spin = 35.12 kcal per mole
Molecular weight = 120.2 g mol⁻¹